Entry from OMol25: a molecular structure, C19H28F5O3ReTe (ωB97M-V/def2-TZVPD).

The geometry in XYZ format:
```
57
Properties=species:S:1:pos:R:3:forces:R:3:lowdin_charge:R:1
H 1.5319 2.1485 0.9297 -0.2 -0.4 0.2 0.114
H -0.4397 3.1288 2.4945 0.1 -0.2 0.1 0.123
H 0.6882 -1.2985 -0.6810 0.3 0.1 0.1 0.134
C 1.1971 -2.0850 -5.4213 -0.2 -0.6 0.0 -0.189
C 1.3688 -1.5866 -6.8687 0.1 0.8 0.6 -0.155
F 3.1163 -1.7726 3.8257 -0.9 -0.7 0.2 -0.346
F 2.0841 -3.6022 2.1750 -0.4 0.4 1.2 -0.342
C -2.1890 -0.5533 2.3220 -1.2 0.2 0.5 -0.122
H 0.5765 -3.0010 -5.4260 0.1 0.4 0.2 0.118
H 0.0723 2.9446 -0.2561 -0.2 0.0 -0.1 0.081
C 2.1555 1.0214 2.7404 0.8 0.8 0.3 -0.116
H 2.1539 -2.3339 -4.9395 -0.3 0.2 -0.1 0.117
O -0.2429 0.2797 0.3478 0.3 -0.2 0.0 -0.199
C 0.5530 1.9264 4.1560 0.9 0.8 -0.3 -0.222
C -0.8458 1.0453 -0.7342 -0.2 0.1 -0.8 -0.550
H -2.1783 2.1897 4.2949 0.1 -0.2 -0.1 0.142
O 0.7795 -1.3124 2.5286 1.1 -1.9 0.8 -0.648
H -2.1278 -0.6188 -1.1718 -0.1 0.2 -0.1 0.104
H -2.5775 0.9034 -1.9983 0.0 -0.1 0.2 0.105
Te 1.4506 -2.6597 3.6832 0.3 0.1 -1.1 1.925
H -1.7372 -0.1365 5.6371 0.3 0.1 -0.3 0.146
Re -0.3399 0.2777 3.1177 2.8 -0.5 -1.6 1.615
C -2.2649 0.8861 2.4652 -1.7 -0.8 0.6 -0.168
H -0.6551 -1.0052 -7.3982 0.2 0.2 0.0 0.110
F -0.1940 -3.5987 3.6644 1.0 0.4 0.1 -0.356
H -1.5545 2.7041 0.4450 0.2 0.1 -0.2 0.064
C 1.6881 1.0335 4.0908 0.0 1.1 -0.6 -0.134
C -1.8571 -0.0243 4.5638 -1.3 -0.2 0.0 -0.148
H -1.3750 3.0387 -1.2825 0.1 0.0 0.2 0.110
H -1.8345 -2.1567 3.8396 0.1 0.0 0.0 0.112
C 0.2488 -0.5256 -7.0024 -0.2 -0.7 0.4 -0.156
C -0.9197 2.5206 -0.4302 -0.1 0.2 -0.1 -0.009
H -1.0948 0.0163 -5.3416 0.3 -0.1 -0.1 0.113
F 0.8348 -1.6536 5.1942 0.3 -0.8 -0.6 -0.379
H 3.0404 0.5097 2.3827 -0.3 -0.1 0.1 0.124
O 0.5323 -1.0605 -4.6386 0.3 -0.1 -1.2 -0.179
C -2.0847 1.2031 3.8538 -2.0 0.1 0.4 -0.190
C 0.2808 0.6177 -1.7158 -0.3 0.2 0.3 -0.043
C 1.3410 1.8649 1.9588 0.0 0.0 1.0 -0.073
H 1.7773 0.0721 -0.1802 0.1 -0.4 0.0 0.114
H 0.1145 2.3126 5.0731 0.0 -0.2 -0.3 0.134
H 0.4502 0.8929 -5.3491 -0.1 -0.3 0.0 0.114
H 0.9597 1.4347 -1.9723 -0.2 -0.1 -0.2 0.127
H -2.9137 0.7116 -0.2642 0.0 -0.1 -0.2 0.075
C -0.0171 -0.0875 -5.5500 -0.1 0.5 0.2 -0.210
C 0.2808 2.3761 2.7909 1.6 0.5 0.5 -0.195
H 1.2843 -2.3878 -7.6063 0.0 0.1 0.2 0.111
H 0.5252 0.3096 -7.6488 -0.1 -0.1 0.1 0.110
C -2.2042 0.4684 -1.0634 -0.1 0.1 -0.1 -0.005
H -0.0306 0.0306 -2.5800 0.1 0.3 0.0 0.102
H -2.3365 -1.1197 1.4109 0.3 0.2 0.1 0.135
C -1.9344 -1.1083 3.6142 -1.1 0.0 0.1 -0.151
H -2.5616 1.5836 1.6973 0.4 0.0 0.1 0.109
H 2.1772 0.5926 4.9513 -0.2 -0.2 -0.2 0.125
C 0.7975 -0.2188 -0.5614 0.0 -0.2 0.6 -0.112
F 2.1027 -4.0384 4.8122 -0.6 1.5 -1.0 -0.327
H 2.3473 -1.0994 -6.9787 -0.2 -0.2 0.0 0.111
```
Positions in Å, forces in eV/Å.

2S+1: 4
frontier orbital gap (spin up / spin down): 5.975 / 5.994 eV
DFT total energy: -49300.098 eV
<S²>: 3.768
total charge: +1
molar mass: 713.227 Da
lowest unoccupied orbital energy (spin up / spin down): -4.452 / -5.596 eV

=====

Entry from OMol25: a molecular structure, C30H27BMgN8PSbSe4 (ωB97M-V/def2-TZVPD).

The geometry in XYZ format:
```
73
Properties=species:S:1:pos:R:3:forces:R:3:lowdin_charge:R:1
C 1.4841 0.0782 -5.3719 0.0 0.0 0.0 -0.113
C -2.8270 -1.4661 -3.2145 0.0 0.0 0.0 -0.107
H 0.7593 -6.1637 -4.5999 0.0 0.0 0.0 0.098
Se -5.1498 4.3290 -0.8517 0.0 0.1 0.1 -0.168
B 1.1622 -1.7611 1.2636 0.2 -0.1 0.0 -0.626
C -3.5705 1.0273 -2.1990 0.1 0.0 0.0 -0.083
Se -4.4753 5.1951 2.5897 0.1 -0.1 -0.3 -0.044
H 1.6335 -5.2435 -2.4783 0.0 0.0 0.0 0.101
C 1.4651 -1.3968 3.8695 0.1 0.0 -0.1 -0.064
C 3.2574 -4.6876 1.5841 0.0 0.0 0.0 -0.160
C -0.0887 -4.2951 -5.2365 0.0 0.0 0.0 -0.085
H -5.5765 0.2801 -2.2644 0.0 0.0 0.0 0.105
Sb -3.2022 4.9901 0.4149 0.1 -0.1 0.2 -0.391
H 1.2726 -0.4141 5.8310 0.0 0.0 0.0 0.093
H 3.6914 -1.8039 -0.3579 0.0 -0.1 0.0 0.097
C 3.0807 -0.9236 -0.4231 -0.1 0.0 0.0 -0.071
C -0.7769 0.8710 -5.4948 0.0 0.0 0.0 -0.078
C -4.1610 -1.1809 -2.9558 0.0 0.0 0.0 -0.095
H -1.4895 1.4890 -2.2215 0.0 0.0 0.0 0.082
C -1.8518 -0.5072 -2.9575 0.0 0.1 -0.1 -0.405
H -0.1313 -3.9584 -0.1269 0.0 0.0 0.1 0.121
H 2.2587 -0.4734 -4.8490 0.0 0.0 0.0 0.101
H -3.8455 1.9968 -1.7985 0.0 0.0 0.0 0.012
N 1.0693 -1.0130 2.6409 -0.3 0.1 -0.2 0.026
P -0.0558 -0.6868 -3.2054 0.2 -0.1 0.0 1.122
H -3.2512 -1.0100 0.1849 0.0 0.0 0.0 0.125
H 1.9942 -2.3220 4.0228 0.0 0.0 0.0 0.120
C 2.1404 1.0307 -0.7845 0.0 0.0 0.0 -0.137
C 1.2400 -4.1218 2.2141 -0.1 -0.1 0.1 -0.120
C 0.2004 0.1451 -4.8257 0.0 -0.1 0.1 -0.372
H 4.1955 -5.1848 1.3949 0.0 0.0 0.0 0.096
H 0.0085 1.4875 4.2931 0.0 0.0 0.0 0.122
C -0.2945 -2.9620 -4.9215 0.0 0.0 0.0 -0.096
C 1.0967 -0.4235 4.7699 0.0 0.1 0.1 -0.050
C -0.7550 -3.1051 0.0767 -0.1 0.1 0.0 -0.079
H 1.0191 1.9283 -8.1671 0.0 0.0 0.0 0.097
H -0.8122 -2.3133 -5.6188 0.0 0.0 0.0 0.112
Se -1.8397 6.9047 -0.0763 -0.1 -0.2 0.0 -0.240
C -2.0789 -2.8848 -0.2288 -0.1 0.0 0.0 -0.040
H 4.0778 0.5264 -1.7474 0.0 0.0 0.0 0.094
H -1.2493 2.0812 -7.1989 0.0 0.0 0.0 0.102
H 1.8693 2.0239 -1.1072 0.0 0.0 0.0 0.124
H 2.0009 -6.1047 2.7859 0.0 0.0 0.0 0.088
N -1.2657 -1.0865 0.8101 0.3 0.0 -0.2 0.003
N 3.0608 -3.4686 1.1160 0.0 0.1 0.0 0.075
H 0.2420 -4.0234 2.6098 0.0 0.0 0.0 0.131
Mg -0.4532 0.8020 0.9307 -0.7 1.1 0.3 0.288
C 2.1352 -5.1572 2.2944 0.1 0.0 0.0 -0.067
H -4.9162 -1.9341 -3.1484 0.0 0.0 0.0 0.097
H 1.2719 -2.8576 -1.9282 0.0 0.0 0.0 0.079
H 2.7750 0.6394 -6.9834 0.0 0.0 0.0 0.098
C 1.0832 -4.6081 -3.1615 0.0 0.0 0.0 -0.087
C 0.7911 1.4273 -7.2349 0.0 0.0 0.0 -0.100
H -2.5487 -2.4410 -3.5942 0.0 0.0 0.0 0.093
C 0.5963 -5.1221 -4.3528 0.0 0.0 0.0 -0.095
C 3.2557 0.2599 -1.1067 0.1 0.1 -0.1 -0.056
C 0.8754 -3.2697 -2.8500 0.0 0.0 0.0 -0.113
N -0.2764 -2.0135 0.7063 -0.1 -0.2 0.2 0.022
H -0.4580 -4.6924 -6.1738 0.0 0.0 0.0 0.100
H -2.7488 -3.5490 -0.7457 0.0 0.0 0.0 0.101
C 1.7761 0.7047 -6.5703 0.0 0.0 0.0 -0.095
C 0.4551 0.5513 3.9980 0.1 0.0 0.1 -0.110
C -2.3488 -1.5974 0.2469 0.1 -0.2 -0.1 -0.108
N 1.9194 -0.8530 0.2557 -0.1 0.2 0.1 0.033
C -0.4801 1.5117 -6.6931 0.0 0.0 0.0 -0.083
C -2.2365 0.7314 -2.4416 -0.1 0.0 0.0 -0.144
C -4.5336 0.0618 -2.4580 0.0 0.0 0.0 -0.078
C 0.1731 -2.4382 -3.7161 -0.1 0.1 0.0 -0.372
N 1.8110 -3.1239 1.4985 -0.1 0.1 0.0 -0.021
H -1.7738 0.9454 -5.0788 0.0 0.0 0.0 0.100
N 1.3440 0.3621 0.0351 0.2 -0.2 -0.3 -0.019
Se -1.7639 2.9112 0.6812 0.4 -0.4 0.1 -0.077
N 0.4424 0.1913 2.7267 0.1 -0.2 0.0 -0.010
```
Positions in Å, forces in eV/Å.

2S+1: 2
frontier orbital gap (spin up / spin down): 6.463 / 5.672 eV
DFT total energy: -326810.366 eV
ΔE to the lowest compared entry with this formula, charge and spin: 181.6 kJ/mol
<S²>: 0.758
total charge: -1
molar mass: 1003.293 Da
lowest unoccupied orbital energy (spin up / spin down): 2.029 / 1.264 eV

=====

Entry from OMol25: a single C4H7NO molecule (ωB97M-V/def2-TZVPD).

The geometry in XYZ format:
```
13
Properties=species:S:1:pos:R:3:forces:R:3:lowdin_charge:R:1
H 0.4182 1.0846 1.1922 0.0 0.0 -0.1 0.119
H -0.4508 -1.1646 1.7763 0.3 0.0 -0.2 0.112
O 0.9871 0.3833 -1.3943 -0.1 -0.1 -0.6 -0.099
C -0.4360 -0.8394 0.7313 0.2 0.0 0.0 -0.180
H 1.7124 -1.5709 0.3103 -1.2 -1.1 1.6 0.109
H -1.3743 -1.2211 0.2939 0.5 0.0 -0.1 0.118
C 1.3855 -0.8166 -1.0342 0.1 0.5 -0.6 -0.164
H -1.0228 0.6710 -1.4864 -0.1 0.1 0.1 0.128
N 0.7209 -1.4434 -0.0120 0.6 0.6 -0.4 -0.021
C -0.1855 1.0079 -0.8682 -0.3 0.2 0.0 -0.188
H -1.3285 1.1599 0.9404 0.1 -0.2 0.0 0.118
H -0.0210 2.0703 -1.0452 -0.2 0.0 0.1 0.124
C -0.4051 0.6792 0.5959 0.1 0.0 0.0 -0.176
```
Positions in Å, forces in eV/Å.

frontier orbital gap: 9.147 eV
DFT total energy: -7796.183 eV
ΔE to the lowest compared entry with this formula, charge and spin: 334.0 kJ/mol
molar mass: 85.106 Da
lowest unoccupied orbital energy: 0.837 eV

=====

Entry from OMol25: 2 unconnected molecules or ions with the total composition CH6NO2 (ωB97M-V/def2-TZVPD).

The geometry in XYZ format:
```
10
Properties=species:S:1:pos:R:3:forces:R:3:lowdin_charge:R:1
H -1.3940 0.0465 0.5646 0.1 -0.3 0.0 0.079
H -0.1472 -0.9470 1.2826 0.4 0.0 0.1 0.078
N -0.1199 1.1097 1.6461 0.1 1.3 0.7 -0.049
O 0.7695 -1.5099 -2.3468 0.3 -0.1 0.9 -0.212
O 0.3577 0.0108 -0.4802 0.3 0.9 0.7 -0.283
C -0.2777 -0.0175 0.7004 -1.2 0.1 -0.7 -0.565
H -0.5943 1.9482 1.3124 -0.3 -0.5 -0.3 0.026
H 0.4898 -0.8824 -1.5224 0.6 -0.6 -0.1 -0.049
H 0.1120 -1.2659 -2.9711 -0.8 0.2 -1.0 -0.055
H 0.8042 1.5073 1.8143 0.4 -1.0 -0.3 0.030
```
Positions in Å, forces in eV/Å.

frontier orbital gap: 8.103 eV
DFT total energy: -6719.459 eV
ΔE to the lowest compared entry with this formula, charge and spin: 35.8 kJ/mol
total charge: -1
molar mass: 64.064 Da
lowest unoccupied orbital energy: 4.837 eV

=====

- DFT total energy of number 2 (C30H27BMgN8PSbSe4)?
  -326810.366 eV